Molecular formula: C53H105N7O24
Method: DFT, wB97M-V/def2-TZVPD

The calculation puts the strongest force on any atom at 0.258 Eh/bohr. The total energy comes out at -116179.7054 eV. The value obtained for the orbital gap is 1.15 eV.

```
189
Properties=species:S:1:pos:R:3:mulliken_charge:R:1
C 11.48564 -18.18108 4.99786 -1.326
C 10.91529 -18.60995 6.37180 -0.912
C 10.30656 -17.61312 7.32441 -0.272
C 11.15393 -16.73381 8.16522 -0.647
N 10.41837 -15.73195 9.11670 0.698
C 9.71386 -16.40626 10.36908 -0.734
C 10.76456 -16.61988 11.52738 -0.636
C 11.77850 -15.49075 11.29200 -0.611
C 11.34043 -14.80114 9.95924 -0.698
C 9.41339 -14.88185 8.25589 -0.264
C 8.70015 -13.63406 8.91351 -0.935
C 7.58625 -13.18351 8.08063 -1.471
H 10.71461 -17.89156 4.28386 0.381
H 11.81634 -19.06643 4.45484 0.442
H 12.36519 -17.53771 5.02163 0.315
H 11.73518 -19.10553 6.89169 0.338
H 10.24005 -19.44129 6.16923 0.373
H 9.46427 -18.07150 7.84260 0.490
H 9.84497 -17.00388 6.54732 0.179
H 11.69316 -15.98478 7.58531 0.295
H 11.85108 -17.14091 8.89757 0.591
H 8.91643 -15.74770 10.71333 0.460
H 9.33060 -17.34822 9.97677 0.433
H 10.17264 -16.38405 12.41175 0.337
H 11.20556 -17.61547 11.57658 0.383
H 11.85719 -14.78392 12.11802 0.417
H 12.75961 -15.96237 11.23634 0.264
H 10.86338 -13.85703 10.22223 0.319
H 12.18844 -14.51619 9.33653 0.427
H 8.68256 -15.55646 7.80993 0.484
H 10.10391 -14.62293 7.45325 0.434
H 9.21177 -12.67333 8.97135 -0.043
H 8.46183 -13.84660 9.95569 0.795
H 7.20810 -12.35891 8.68491 0.127
H 6.77742 -13.87739 7.85163 0.566
H 7.89513 -12.80785 7.10515 -0.005
C 7.02716 -6.12275 4.82403 -1.025
C 5.91499 -5.13430 5.19793 -0.919
C 6.38241 -4.43997 6.49086 -0.251
C 7.35812 -3.28473 6.26978 -1.381
N 8.11234 -2.80572 7.52475 0.701
C 7.16348 -2.41978 8.69077 -0.710
C 7.83477 -1.23034 9.44028 -0.862
C 9.16422 -0.97207 8.79674 -0.817
C 8.91323 -1.44274 7.40851 0.121
C 9.04544 -3.94491 8.11758 -1.642
C 10.12435 -4.40612 7.09281 3.109
C 11.10074 -5.50702 7.60402 -0.541
H 6.63769 -6.64292 3.94891 0.243
H 7.18466 -6.85568 5.61531 1.297
H 7.99277 -5.69574 4.55320 0.009
H 5.06273 -5.79350 5.36284 0.363
H 5.72726 -4.29684 4.52597 0.341
H 6.88872 -5.13293 7.16284 0.040
H 5.44206 -4.09638 6.92190 0.692
H 6.75047 -2.44344 5.93647 0.613
H 8.12340 -3.42923 5.50717 0.077
H 7.11312 -3.37993 9.20427 0.423
H 6.17060 -2.23580 8.28036 0.536
H 7.70024 -1.39334 10.50959 0.364
H 7.25592 -0.35497 9.14572 0.357
H 9.91686 -1.49384 9.38784 0.352
H 9.40730 0.09023 8.81961 0.516
H 9.79398 -1.43186 6.76644 -0.377
H 8.31202 -0.69873 6.88591 0.669
H 8.50222 -4.73720 8.63265 0.352
H 9.52976 -3.52338 8.99839 0.566
H 10.63974 -3.50493 6.76065 -1.417
H 9.66532 -4.91363 6.24439 -0.619
H 11.61507 -5.31893 8.54645 0.666
H 11.87029 -5.72915 6.86473 -0.297
H 10.51236 -6.41883 7.70665 0.968
C 7.19422 -7.78062 3.81548 0.651
C 5.91844 -8.33635 3.30403 -0.504
C 5.91873 -9.83148 3.46129 0.439
O 4.71853 -10.40012 3.00798 -0.607
C 4.82945 -11.73053 2.71557 -0.571
N 4.66451 -7.58220 3.94550 -0.060
H 4.57531 -6.70975 3.44453 0.466
H 3.75605 -8.00236 3.81040 0.393
H 4.76961 -7.36258 4.92572 0.339
H 7.34919 -6.73999 3.53056 -0.007
H 8.05234 -8.33022 3.42858 0.775
H 7.15651 -7.83524 4.90346 0.386
H 5.87499 -8.24874 2.21842 0.351
H 6.01463 -10.05061 4.52471 -0.018
H 6.81277 -10.35117 3.11672 0.389
H 3.90836 -12.05072 2.22858 0.274
H 5.01804 -12.10935 3.72008 0.238
H 5.57668 -12.03141 1.98124 0.230
C 8.24040 -12.14768 5.00085 -0.380
C 8.75283 -10.74793 4.59919 0.861
C 8.41234 -9.65494 5.57715 -0.557
O 9.15608 -8.42662 5.15052 0.800
C 9.02284 -7.32849 6.04407 -0.345
N 10.31978 -10.81531 4.35510 1.089
H 10.66437 -9.88743 4.15411 -0.093
H 10.86088 -11.14902 5.13992 0.579
H 10.32977 -11.39740 3.52977 -0.366
H 8.67933 -12.41470 5.96218 -0.876
H 8.36020 -12.90189 4.22309 0.444
H 7.18227 -12.07878 5.25325 -0.168
H 8.29834 -10.54797 3.62886 -0.902
H 8.62606 -10.04743 6.57131 0.302
H 7.34853 -9.41747 5.57162 0.559
H 9.69543 -6.55913 5.66486 -0.227
H 9.22067 -7.66405 7.06208 -1.731
H 7.99539 -6.96841 5.99127 -0.764
C 11.58610 -2.05631 5.81087 -1.201
C 12.45021 -2.69233 4.69793 -0.232
C 12.31396 -4.33920 4.74950 -0.949
O 10.99338 -4.81011 4.75385 -0.436
C 10.89451 -6.21934 4.34599 -0.721
N 11.87785 -2.22027 3.39816 -0.147
H 12.04517 -1.23600 3.24543 0.390
H 12.39265 -2.72629 2.69174 0.395
H 10.88348 -2.37622 3.31445 0.271
H 10.60393 -2.52244 5.88939 -0.182
H 11.28120 -1.01069 5.85331 0.516
H 11.93930 -2.23995 6.82557 0.519
H 13.45178 -2.28935 4.84817 0.396
H 12.82713 -4.77066 5.60892 0.325
H 12.81912 -4.73003 3.86623 0.698
H 11.35166 -6.41959 3.37696 -0.625
H 9.81997 -6.39948 4.37790 0.196
H 11.38854 -6.77355 5.14404 0.596
C 10.65913 -8.24472 6.62777 -0.476
N 11.88210 -9.03249 6.69621 1.057
C 12.69564 -8.96962 7.76564 -0.142
C 13.94482 -9.61514 7.80510 -1.697
C 14.43650 -10.19292 6.63230 0.996
C 13.53627 -10.21423 5.52002 -0.580
C 12.25807 -9.62898 5.56424 -0.718
C 15.80743 -10.77143 6.63108 0.088
C 16.91791 -9.99644 6.91817 -0.696
C 18.17373 -10.64899 7.14789 -0.157
N 18.24479 -11.93606 6.75437 0.116
C 17.19346 -12.65701 6.33294 -0.493
C 15.92154 -12.07641 6.25930 -0.603
C 19.56030 -12.53125 6.83152 -0.979
H 10.84189 -7.27012 7.08038 -1.370
H 9.97426 -8.76752 7.29541 0.739
H 10.28444 -8.07549 5.61828 0.687
H 12.36604 -8.36890 8.60045 0.611
H 14.55060 -9.55149 8.69694 0.482
H 13.90361 -10.75013 4.65731 0.829
H 11.52154 -9.73573 4.78160 -0.527
H 16.88561 -8.92381 7.03998 0.486
H 19.08442 -10.13381 7.41553 0.339
H 17.39512 -13.63588 5.92363 0.395
H 15.05758 -12.70010 6.08328 0.581
H 20.19215 -11.64481 6.77596 0.266
H 19.77040 -13.15693 5.96407 0.388
H 19.62787 -12.95899 7.83181 0.348
O 10.24271 -13.10882 6.89091 0.414
C 10.92501 -11.96111 6.83372 -0.519
O 10.59743 -10.98962 7.49589 -0.600
O 11.80062 -11.86572 5.93513 -0.225
H 10.63045 -13.50957 6.10946 -0.086
O 8.01287 -10.82235 1.31320 -0.587
C 8.87091 -11.76856 1.66689 0.489
O 9.94847 -11.43327 2.23889 -0.644
O 8.55836 -12.95351 1.55259 -0.604
H 8.65076 -10.11755 1.44717 0.391
O 11.28335 -13.60811 3.87297 -0.036
C 10.40582 -13.92994 2.98175 0.545
O 9.15265 -13.92230 3.25707 -0.755
O 10.49238 -14.38939 1.83560 -0.722
H 12.13011 -13.46050 3.44543 0.152
O 6.24358 -12.77145 6.32803 -0.390
C 5.51086 -12.76619 7.41214 1.175
O 5.02661 -13.79553 7.98628 -0.900
O 5.40192 -11.65486 7.86301 -0.715
H 6.21590 -11.83921 6.55556 0.092
O 7.75481 -6.98697 7.81690 -0.356
C 8.19942 -7.56344 8.79746 0.638
O 8.74294 -6.92800 9.65687 -0.795
O 7.98381 -8.78684 8.79059 -0.678
H 7.80371 -7.91560 7.57843 0.367
O 12.79052 -7.30958 2.83931 -0.472
C 12.73857 -8.53424 3.26565 0.740
O 11.65382 -8.97516 3.66869 -0.309
O 13.84921 -9.19769 3.16894 -0.815
H 11.87678 -7.03961 2.72185 0.976
O 9.81617 -8.83181 2.64104 0.270
C 9.72610 -7.65818 2.01170 0.226
O 8.78785 -7.52462 1.21527 -0.792
O 10.63658 -6.76404 2.06242 -0.754
H 10.71154 -8.79134 2.98496 0.597
```